The following is a quantum chemistry calculation of a structure of composition C40H55F6LaN6O13S3Se at a distorted geometry, from the Open Molecules 2025 dataset.

Properties
* charge: -2
* E: -192948.861 eV
* spin multiplicity: 1

The geometry in XYZ format:
```
125
C40H55F6LaN6O13S3Se | the Open Molecules 2025 dataset | ωB97M-V/def2-TZVPD
La 0.14052 1.59890 -0.53423
C -0.83374 -5.09421 3.80685
C -0.13417 -3.97248 4.56477
C 1.13748 -4.46566 5.41122
C -1.11109 -3.44378 5.64067
C 0.30108 -2.84365 3.65254
C -0.62500 -2.23206 2.88541
C -0.33652 -1.18897 1.99512
Se -1.81133 -0.26425 1.20621
C -2.19985 -1.31145 -0.33296
C -3.40675 -2.07460 -0.27790
C -3.88072 -2.78625 -1.34792
C -2.95902 -2.85558 -2.48183
C -1.72923 -2.22504 -2.43381
C -1.34421 -1.32154 -1.44944
O -0.27782 -0.54628 -1.47240
C -0.81555 -2.36610 -3.68939
C -1.17640 -3.54813 -4.54050
C 0.69885 -2.55442 -3.29948
C -0.86288 -1.04557 -4.51033
C -5.30878 -3.38308 -1.38460
C -5.44962 -4.53712 -0.42033
C -6.30811 -2.29828 -1.01314
C -5.71984 -3.86573 -2.78569
C 0.97621 -0.69894 1.82542
O 1.29188 0.24726 1.01501
C 1.95869 -1.31089 2.69044
C 1.59438 -2.29611 3.57292
C 3.42002 -0.90507 2.60380
C 3.54140 0.53664 2.92948
C 4.28556 -1.67644 3.61935
C 3.91641 -1.27731 1.19284
H -1.31853 -5.77943 4.46582
H -0.15536 -5.61934 3.12202
H -1.63264 -4.57421 3.23855
H 1.01055 -5.22180 6.22772
H 1.55387 -3.56099 5.81628
H 1.97028 -4.84740 4.77274
H -1.28919 -4.31742 6.28100
H -2.04796 -3.06688 5.27517
H -0.63852 -2.64216 6.16859
H -1.60969 -2.56420 3.02067
H -3.97332 -1.96369 0.59716
H -3.12908 -3.51099 -3.29671
H -1.07064 -4.50108 -4.06744
H -0.53108 -3.46590 -5.40574
H -2.23522 -3.56298 -4.90868
H 0.82085 -3.45714 -2.74710
H 1.05099 -1.81911 -2.63991
H 1.36233 -2.70739 -4.21884
H -1.83759 -0.86163 -4.96995
H -0.03659 -1.07354 -5.37054
H -0.50949 -0.27397 -3.85752
H -5.16901 -4.24085 0.58637
H -4.85764 -5.42945 -0.80419
H -6.51385 -4.83824 -0.34232
H -6.41698 -2.20510 0.06938
H -7.27393 -2.51665 -1.48750
H -5.92652 -1.29908 -1.41404
H -5.02852 -4.69268 -3.18728
H -5.71120 -3.06316 -3.52363
H -6.72263 -4.39553 -2.65981
H 2.37263 -2.72972 4.19389
H 3.40985 0.75049 3.98388
H 2.81136 1.11007 2.41667
H 4.50042 0.91971 2.63054
H 3.94630 -1.34843 4.57747
H 5.33124 -1.38844 3.45114
H 4.15436 -2.74136 3.52935
H 3.35595 -0.62534 0.48359
H 3.78219 -2.35996 1.08517
H 4.93614 -1.03096 1.04168
O -0.41547 2.05301 -2.93439
N -1.50680 2.47979 -3.40178
N -2.43308 2.58906 -2.47088
O -2.20456 2.33032 -1.17623
C -3.65880 3.23219 -2.82377
C -3.86882 3.74359 -4.15375
C -4.93801 4.50574 -4.42989
C -5.94057 4.60286 -3.47867
C -5.84462 3.96613 -2.24532
C -4.65421 3.32419 -1.90195
H -3.16239 3.48847 -4.90043
H -4.88055 5.15412 -5.30656
H -6.89557 5.03809 -3.72330
H -6.71175 4.14301 -1.61045
H -4.57934 2.94242 -0.91738
F 5.20762 0.00604 -3.61276
C 4.41471 0.04407 -2.55385
F 5.24518 0.13153 -1.42294
F 3.63376 -0.97999 -2.57874
S 3.38772 1.58262 -2.74323
O 2.41071 1.50401 -1.68563
O 2.87759 1.54223 -4.05318
N 4.56361 2.58805 -2.49482
S 4.83861 3.37826 -1.15543
O 3.89952 3.11495 -0.08314
O 6.26256 3.39488 -0.86472
C 4.50366 5.08954 -1.70128
F 5.03526 5.29721 -2.87053
F 3.19756 5.36211 -1.83383
F 5.06305 5.95277 -0.79786
O 1.17325 -3.46535 -0.38233
H 1.11889 -2.49855 -0.57919
H 1.29705 -3.42494 0.60005
O -0.66912 2.75020 1.78299
H 0.12211 2.92737 2.35556
H -0.98013 3.63082 1.51127
C 4.92650 4.04610 3.39710
N 3.94917 4.94464 2.87167
C 4.18537 5.97828 1.98232
C 2.93153 6.32373 1.47020
N 2.00882 5.51326 2.10263
C 2.63930 4.66439 2.95236
S 1.95599 3.51809 4.00264
H 5.67147 3.82313 2.59650
H 4.51119 3.12988 3.79297
H 5.46054 4.60458 4.15828
H 5.19898 6.20181 1.72032
H 2.65885 6.96869 0.66468
H 1.04347 5.41337 2.00722
O 0.17074 6.15841 -1.26977
N 0.05443 5.24858 -0.48355
O -0.39772 5.40718 0.65255
O 0.41684 4.05716 -0.75156
```

---

The following is a quantum chemistry calculation of a cluster of 2 separate species, C3H10N2O2 in total at a distorted geometry, from the Open Molecules 2025 dataset.

Properties
* SMILES string: NCCNC=O.O
* charge: 0
* E: -10347.547 eV
* ΔE to the lowest compared entry with this formula, charge and spin: 44.8 kcal per mole
* spin multiplicity: 1

The geometry in XYZ format:
```
17
C3H10N2O2 | the Open Molecules 2025 dataset | ωB97M-V/def2-TZVPD
C 1.16203 1.63798 0.15252
N 0.51667 0.91126 -0.82450
C -0.89007 0.50324 -0.74305
C -1.34355 -0.32355 0.43840
N -2.55611 -0.96344 0.14320
O 2.11083 1.29271 0.76686
H 0.66176 2.66994 0.35685
H 1.13352 0.12847 -1.01870
H -1.04551 -0.08486 -1.64187
H -1.47556 1.39548 -0.65667
H -0.55118 -1.01977 0.46965
H -1.15285 0.27281 1.27808
H -2.36056 -1.93453 -0.04190
H -3.11498 -0.86923 0.94240
H 2.93991 -0.38417 0.02835
H 3.18152 -1.91248 0.53037
O 2.78414 -1.31985 -0.18000
```

---

The following is a quantum chemistry calculation of a structure of composition C25H31CoN8O3S at a distorted geometry, from the Open Molecules 2025 dataset.

Properties
* charge: +2
* E: -92938.721 eV
* spin multiplicity: 5

The geometry in XYZ format:
```
69
C25H31CoN8O3S | the Open Molecules 2025 dataset | ωB97M-V/def2-TZVPD
Co 1.12681 -0.59747 -0.08028
C -1.74636 -3.93811 -0.00570
C -0.61556 -3.16106 -0.28627
N -0.19502 -2.17212 0.47372
C -0.91966 -1.84597 1.57589
C -2.08297 -2.55479 1.92432
C -2.47957 -3.63297 1.10580
C -2.82538 -2.16293 3.06689
C -2.42128 -1.08796 3.80750
C -1.26065 -0.37595 3.47336
C -0.47157 -0.73189 2.38197
N 0.69002 -0.16922 1.94017
C 1.53135 0.71154 2.53135
C 1.38928 1.39324 3.74452
C 2.34483 2.31394 4.18611
C 3.47731 2.56122 3.45894
C 3.71562 1.85103 2.25453
C 4.90111 2.00857 1.51179
C 5.10277 1.24141 0.39758
C 4.10435 0.33770 0.02582
N 2.97171 0.17798 0.68379
C 2.76204 0.92607 1.79532
H -2.02214 -4.74760 -0.66515
H -0.05027 -3.35661 -1.19202
H -3.36558 -4.19887 1.36285
H -3.71777 -2.71430 3.32974
H -2.99794 -0.77448 4.66631
H -1.02333 0.48059 4.07536
H 0.54145 1.22782 4.38084
H 2.18032 2.82960 5.12102
H 4.21060 3.27693 3.80278
H 5.64299 2.72580 1.83606
H 6.00466 1.32166 -0.19084
H 4.24328 -0.27563 -0.85511
N 2.44580 -2.46360 -0.83959
N 2.61953 -2.38612 -2.23347
C 2.37297 -1.21677 -2.87373
N 2.66754 -1.12727 -4.16020
N 1.84948 -0.27977 -2.08703
N 1.71020 1.01230 -2.53484
O 1.84480 1.29012 -3.71026
O 1.57457 1.81565 -1.64403
H 3.35026 -2.50079 -0.37260
H 1.93894 -3.31450 -0.61098
H 3.06427 -3.14871 -2.72788
H 3.11200 -1.88209 -4.65629
H 2.45062 -0.25850 -4.63865
C -3.19828 4.03267 -0.59541
C -3.22835 2.85150 0.36548
C -3.01323 1.51007 -0.31866
S -1.41634 1.45056 -1.18922
O -0.74428 0.20402 -0.60712
C -1.90981 0.99727 -2.88148
C -2.02662 -0.50374 -3.11754
C -3.26631 -1.14360 -2.50668
H -3.51351 4.94298 -0.08944
H -3.87900 3.87438 -1.43316
H -2.19861 4.20929 -0.99525
H -4.20632 2.80560 0.84971
H -2.49174 2.98117 1.16229
H -3.81599 1.29142 -1.01965
H -2.93150 0.68839 0.39554
H -1.15252 1.44733 -3.52482
H -2.84838 1.52249 -3.06258
H -1.13023 -0.99062 -2.72315
H -2.02058 -0.65613 -4.19875
H -3.26728 -1.05467 -1.42027
H -3.31038 -2.20457 -2.74887
H -4.17718 -0.68292 -2.89040
```

---

The following is a quantum chemistry calculation of a structure of composition C39H35CsN6O2P2S5 at a distorted geometry, from the Open Molecules 2025 dataset.

Properties
* charge: -2
* E: -127347.380 eV
* ΔE to the lowest compared entry with this formula, charge and spin: 80.0 kcal per mole
* spin multiplicity: 1

The geometry in XYZ format:
```
90
C39H35CsN6O2P2S5 | the Open Molecules 2025 dataset | ωB97M-V/def2-TZVPD
Cs 1.74902 -0.11635 -0.34146
C -1.24747 -6.17440 -0.19128
N -0.85815 -4.84105 -0.57744
C -1.00968 -4.27473 -1.84215
C -0.30643 -3.13948 -1.82642
N 0.25377 -2.83962 -0.61252
C -0.04818 -3.90765 0.13256
P 0.24190 -4.05203 1.96481
C -0.33271 -2.45071 2.83387
N 0.11303 -1.20756 2.45121
C -0.59003 -0.35423 3.31302
C -1.28501 -1.03158 4.24054
N -1.05616 -2.37306 4.00050
C -1.63617 -3.36237 4.89691
C 2.04495 -3.86518 2.04636
N 2.63590 -2.81442 1.40829
C 3.98746 -3.05197 1.60338
C 4.22395 -4.22581 2.31688
N 2.98335 -4.78660 2.50332
C 2.74184 -6.13424 3.15882
H -0.57378 -6.88177 -0.71780
H -1.25347 -6.26189 0.92062
H -2.27528 -6.44551 -0.57611
H -1.72481 -4.65121 -2.63470
H -0.26808 -2.42256 -2.64844
H -0.43613 0.73545 3.17126
H -1.95866 -0.72001 5.03946
H -1.25991 -4.33657 4.64915
H -1.22782 -3.22663 5.91215
H -2.73408 -3.35329 4.84499
H 4.72037 -2.28714 1.27310
H 5.14820 -4.73033 2.60130
H 3.62423 -6.60504 3.54646
H 2.02488 -5.99784 4.03221
H 2.34537 -6.84252 2.42879
O 4.63649 -2.91212 -7.21693
C 4.81531 -2.99501 -6.01778
S 5.23403 -1.68104 -4.82396
C 4.56815 -2.44069 -3.41942
C 4.19527 -3.80438 -3.58193
S 3.74204 -4.89447 -2.45553
S 4.55572 -4.47852 -5.14935
S 4.27802 -1.62611 -1.95335
O -0.84084 0.85795 -1.25495
P -1.62005 2.09821 -1.53825
C -3.03178 1.71863 -2.55739
C -3.34225 2.38304 -3.78882
C -4.58983 2.05764 -4.34301
C -5.44217 1.16179 -3.71959
C -5.11710 0.43222 -2.54564
C -3.87841 0.73809 -2.02434
C -2.26066 2.84399 -0.06545
C -2.78338 4.12141 -0.15269
C -3.03462 4.77374 1.11396
C -2.89587 4.10800 2.32400
C -2.60845 2.73326 2.32716
C -2.15778 2.12332 1.15707
C -0.56400 3.25261 -2.36530
C 0.06231 2.68746 -3.47340
C 0.73532 3.49814 -4.38104
C 1.02290 4.81833 -4.04577
C 0.49490 5.36290 -2.86298
C -0.30599 4.61638 -2.02374
H -2.65120 3.00057 -4.35423
H -4.82193 2.33843 -5.39446
H -6.26791 0.87754 -4.31972
H -5.74485 -0.42638 -2.14506
H -3.50250 0.20075 -1.16771
H -2.83207 4.58777 -1.09273
H -3.31723 5.80827 1.19737
H -3.18938 4.69986 3.19234
H -2.50130 2.17219 3.28547
H -1.81091 1.13016 1.29308
H -0.11144 1.63823 -3.71139
H 1.06179 3.08798 -5.33274
H 1.56182 5.44429 -4.73799
H 0.73311 6.36637 -2.54990
H -0.70648 5.08365 -1.08485
S 3.88128 2.44701 1.18242
C 2.79974 3.44848 2.01462
C 2.47767 4.82631 1.56826
C 1.72744 5.63215 2.34286
C 1.19357 5.17915 3.54725
C 1.16719 3.79044 3.76848
C 2.10568 2.98810 3.13535
H 2.88741 5.16283 0.64088
H 1.68099 6.66314 2.05564
H 0.75930 5.92218 4.24727
H 0.47523 3.39794 4.49116
H 2.32153 2.00772 3.44514
```

---

The following is a quantum chemistry calculation of a cluster of 2 separate species, C19H42N2O6P in total at a distorted geometry, from the Open Molecules 2025 dataset.

Properties
* charge: 0
* E: -44936.948 eV
* spin multiplicity: 2

The geometry in XYZ format:
```
70
C19H42N2O6P | the Open Molecules 2025 dataset | ωB97M-V/def2-TZVPD
C 3.48320 -0.45328 -3.13400
N 2.71810 0.23725 -4.17659
C 1.28084 -0.03726 -4.09550
C 0.41021 1.19477 -3.82247
C 0.66446 2.21949 -4.97138
O -0.47977 2.94576 -5.37090
C -0.65707 4.17296 -4.69797
C 0.83433 1.86473 -2.47499
C -0.05583 1.53692 -1.25378
C 0.86436 1.55481 -0.00361
C -1.07640 2.66007 -1.01328
N -0.65845 0.18951 -1.30922
O 0.17811 -0.74791 -1.04569
C -1.47950 -0.05613 -2.52127
C -2.96697 0.23797 -2.19518
C -1.46034 -1.54199 -2.93930
C -1.08293 0.82297 -3.73123
H 3.04581 -0.30474 -2.13846
H 4.50010 -0.05675 -3.17063
H 3.55832 -1.51968 -3.35270
H 2.92242 1.22323 -4.09464
H 0.94553 -0.55078 -5.00723
H 1.13937 -0.76379 -3.28895
H 1.48097 2.89866 -4.69725
H 1.00888 1.66220 -5.84800
H -1.11871 4.87552 -5.39626
H 0.27983 4.61778 -4.35036
H -1.35271 4.08348 -3.85436
H 0.75677 2.94541 -2.62471
H 1.88022 1.68878 -2.21942
H 1.07817 2.60631 0.20537
H 0.33176 1.16802 0.86613
H 1.79904 1.03070 -0.17649
H -1.73337 2.83894 -1.86226
H -0.54176 3.58304 -0.78897
H -1.65501 2.42661 -0.11555
H -3.52641 -0.01140 -3.09976
H -3.15550 1.29069 -1.99606
H -3.30589 -0.41932 -1.39460
H -2.37657 -1.69882 -3.51424
H -0.64101 -1.78511 -3.60916
H -1.53025 -2.20712 -2.08154
H -1.71506 1.71151 -3.72104
H -1.34167 0.30880 -4.66269
O 0.75236 -0.27765 3.74578
P 0.34143 -1.58829 4.30220
O -0.61911 -2.28967 3.21197
C -0.06457 -2.71469 1.95881
C 0.71622 -4.00869 2.09569
O -0.76773 -1.14459 5.42436
C -0.79824 0.18277 5.94863
C -1.89204 0.99331 5.28680
O 0.69822 -2.94727 5.10695
C 1.28804 -2.84930 6.42417
C 0.25463 -3.16742 7.48583
H 0.56046 -1.92233 1.53914
H -0.90573 -2.86176 1.28298
H 1.61839 -3.86196 2.69353
H 1.01424 -4.38061 1.11478
H 0.11642 -4.76802 2.59776
H 0.17064 0.66995 5.84337
H -1.00034 0.09881 7.02019
H -1.78168 0.98931 4.20245
H -1.87571 2.02683 5.63682
H -2.86964 0.56400 5.51145
H 1.73102 -1.86386 6.58318
H 2.09127 -3.58511 6.46228
H -0.38182 -2.30881 7.68861
H 0.74458 -3.44458 8.42033
H -0.39101 -3.98311 7.16216
```